Entry 1:
5
Properties=species:S:1:pos:R:3:mulliken_charge:R:1 method="wB97M-V/def2-TZVPD" relative_energy_ev=0.398 total_energy_ha=-3295.339564 fmax_ev_per_a=1.359 gap_ev=6.985 charge=-2
Zn -0.26558 -0.07733 0.00026 0.681
I 1.00215 2.54505 -0.14281 -0.689
I -1.67626 -0.69124 -2.48642 -0.661
Cl -0.82309 -0.19894 2.39851 -0.646
Cl 1.76279 -1.57756 0.23048 -0.686

***

Entry 2:
31
Properties=species:S:1:pos:R:3:mulliken_charge:R:1 method="wB97M-V/def2-TZVPD" total_energy_ha=-5581.202126 fmax_ev_per_a=6.797 gap_ev=3.700 charge=-1
Sn -9.13074 13.13385 2.20561 1.021
Sn -14.40545 4.18855 3.30635 0.543
Sn -15.32842 13.15689 4.63872 0.712
Sn -13.10752 8.71649 0.24245 0.866
Sn -13.16247 13.12520 -0.23922 1.163
Sn -16.78289 10.57057 1.01768 0.675
I -14.48131 2.11349 4.80057 -0.220
I -12.37849 8.31417 -2.72413 -0.475
I -17.79333 7.16793 0.28821 -0.640
I -15.48144 10.30414 -1.32298 -0.236
I -14.80785 2.58241 0.85518 -0.346
P -11.10258 10.71526 1.35217 0.925
O -11.04185 9.33637 1.58011 -0.664
O -12.16676 11.27246 2.56899 0.370
O -11.97903 11.03338 0.15280 -0.579
O -9.59809 11.46597 1.29738 -0.547
P -12.12550 12.75987 3.09340 0.204
O -15.02504 13.25343 6.66501 -0.971
O -10.67470 12.73741 3.58423 -0.714
O -13.35037 12.95782 4.08170 -0.160
O -12.25839 13.74525 1.83371 -0.688
Cl -15.38590 9.62811 3.77032 1.672
O -15.07029 9.71597 2.25425 -0.493
O -14.44212 10.54482 4.43818 -0.582
O -16.62009 10.20739 4.03404 -0.605
O -15.21509 8.21441 4.00836 -0.554
Cl -15.97855 14.41043 0.85203 1.871
O -16.06170 15.11248 2.06811 -0.578
O -15.31242 13.10307 1.10996 -0.541
O -17.33588 14.26081 0.37852 -0.638
O -15.07173 15.02067 -0.14816 -0.793

***

Entry 3:
5
Properties=species:S:1:pos:R:3:mulliken_charge:R:1 method="wB97M-V/def2-TZVPD" relative_energy_ev=0.797 total_energy_ha=-1957.570462 fmax_ev_per_a=2.049 gap_ev="5.385 / 5.395" charge=0
P -0.86848 -1.10869 0.60421 0.274
S 1.75388 0.55883 0.68555 -0.116
Cl -1.33538 -2.41917 -0.84097 -0.111
Cl 2.58376 2.10204 -0.36939 -0.142
I -2.13377 0.86699 -0.07939 0.096

***

Entry 4:
9
Properties=species:S:1:pos:R:3:mulliken_charge:R:1 method="wB97M-V/def2-TZVPD" relative_energy_ev=0.000 total_energy_ha=-1944.293086 fmax_ev_per_a=1.482 gap_ev=2.881 charge=-2
Na 0.09063 -2.90844 -1.40225 0.695
Na 1.22292 -1.44148 0.60708 0.707
S -0.50206 1.61519 0.31855 1.075
O -1.57239 1.54174 -0.72181 -0.789
O 0.42361 0.42742 0.12126 -0.693
O 0.30235 2.84211 0.15733 -0.754
O -1.12156 1.52855 1.66292 -0.749
Cl -1.33729 -2.21877 1.14634 -0.730
Cl 2.49380 -1.38632 -1.88942 -0.762

***

Entry 5:
5
Properties=species:S:1:pos:R:3:mulliken_charge:R:1 method="wB97M-V/def2-TZVPD" relative_energy_ev=0.042 total_energy_ha=-1469.005909 fmax_ev_per_a=2.276 gap_ev=9.843 charge=0
O 0.36884 0.07676 -1.40501 -0.352
O 2.07075 1.53891 -0.30186 -0.385
S 0.93453 0.62109 -0.19288 0.738
Cl -1.88844 -2.52546 2.17521 -0.004
Cl -2.42115 -2.44984 0.24043 0.003

***

Entry 6:
5
Properties=species:S:1:pos:R:3:mulliken_charge:R:1 method="wB97M-V/def2-TZVPD" relative_energy_ev=4.309 total_energy_ha=-1468.849125 fmax_ev_per_a=4.349 gap_ev="7.786 / 7.168" charge=0
O -2.06876 -0.51906 0.97048 -0.425
O 0.64587 -0.18928 -1.70188 -0.278
S 0.67048 -0.80973 -0.39606 0.525
Cl -1.04053 0.47924 0.76002 0.420
Cl 1.79295 1.03884 0.36744 -0.242